(1)
C20H22N2Pt as an isolated structure at a distorted geometry, computed with wB97M-V/def2-TZVPD.

Its spin multiplicity is 3. As for the HOMO-LUMO gap (alpha / beta): 6.2948 / 6.8194 eV. Its expectation value of S² is 2.037.

Geometry (Å):
C 1.03 -1.55 -2.25
C 0.38 1.61 -1.47
C -0.29 -1.28 -1.53
H 0.91 -2.03 -3.24
C -1.02 1.45 -1.13
H 0.90 2.41 -0.92
H -0.66 -2.18 -1.01
H -1.47 2.23 -0.50
C -1.40 -0.73 -2.43
H -2.22 -1.46 -2.45
H -1.05 -0.66 -3.48
C 1.90 -0.28 -2.36
H 2.67 -0.44 -3.11
H 2.43 -0.12 -1.41
C 1.09 1.02 -2.67
H 0.41 0.84 -3.50
H 1.83 1.77 -2.98
C -1.97 0.63 -1.97
H -2.35 1.18 -2.84
H -2.88 0.42 -1.37
Pt 0.24 0.10 0.01
H 1.57 -2.25 -1.59
C -1.62 2.96 3.99
C -2.43 2.91 2.84
C -2.37 1.79 2.00
C -1.51 0.72 2.33
C -0.75 0.77 3.49
C -0.77 1.89 4.31
N -1.13 -0.35 1.42
N -0.99 -1.58 1.99
C 0.28 -2.06 1.79
C 0.74 -3.22 2.45
C 2.04 -3.65 2.27
C 2.95 -2.97 1.42
C 2.49 -1.83 0.73
C 1.20 -1.39 0.95
H -1.65 3.84 4.66
H -3.09 3.75 2.62
H -2.98 1.72 1.09
H -0.08 -0.08 3.65
H -0.12 1.89 5.18
H -0.01 -3.70 3.09
H 2.37 -4.53 2.81
H 3.97 -3.31 1.29
H 3.12 -1.26 0.04


(2)
A 4-piece molecular cluster, C15H22O12 overall at a distorted geometry, computed with wB97M-V/def2-TZVPD.

Its spin multiplicity is 1. The SMILES is C[C@H]1COC(=O)O1.C[C@H]1COC(=O)O1.C[C@H]1COC(=O)O1.O=C1OCCO1. As for the HOMO-LUMO gap: 11.1366 eV.

Geometry (Å):
C -22.23 -4.68 -2.61
C -23.48 -5.47 -3.03
O -24.47 -4.50 -3.28
C -23.97 -3.27 -2.98
O -24.63 -2.28 -2.93
O -22.64 -3.32 -2.84
H -21.37 -4.88 -3.24
H -22.02 -4.89 -1.57
H -23.68 -6.15 -2.19
H -23.27 -6.12 -3.87
C -27.71 -2.12 -2.18
C -27.91 -1.31 -0.90
C -28.58 0.06 -1.14
O -29.91 -0.11 -0.68
C -30.04 -1.29 -0.02
O -31.02 -1.63 0.54
O -28.91 -1.99 -0.11
H -26.95 -1.61 -2.77
H -28.63 -2.00 -2.77
H -27.51 -3.15 -1.95
H -27.00 -1.35 -0.31
H -28.53 0.33 -2.19
H -28.17 0.84 -0.50
C -22.63 -11.56 0.77
C -21.53 -10.53 0.78
C -20.54 -10.65 -0.40
O -20.49 -9.32 -0.93
C -21.39 -8.53 -0.31
O -21.61 -7.40 -0.61
O -22.11 -9.24 0.58
H -23.28 -11.45 1.64
H -22.27 -12.58 0.88
H -23.22 -11.49 -0.14
H -20.92 -10.54 1.69
H -20.92 -11.32 -1.18
H -19.53 -10.94 -0.11
C -23.04 0.15 -5.10
C -21.89 1.03 -4.75
C -21.83 1.61 -3.34
O -20.48 1.43 -2.95
C -19.89 0.51 -3.74
O -18.85 -0.01 -3.53
O -20.65 0.28 -4.84
H -23.26 -0.69 -4.45
H -23.03 -0.12 -6.16
H -23.92 0.82 -5.15
H -21.75 1.84 -5.47
H -22.52 1.08 -2.67
H -22.12 2.65 -3.23


(3)
A 2-piece molecular cluster, C6H10O overall, computed with wB97M-V/def2-TZVPD.

Its spin multiplicity is 1. The SMILES is C=CC=C.CC=O. As for the HOMO-LUMO gap: 9.5857 eV.

Geometry (Å):
C -2.36 0.16 -0.35
C -1.23 0.97 0.23
C 0.35 -1.50 0.60
C 1.16 -1.19 -0.42
C 2.01 0.01 -0.52
C 1.98 1.04 0.32
O -0.56 1.73 -0.41
H -2.57 -0.74 0.23
H -2.13 -0.10 -1.39
H -3.25 0.80 -0.34
H -1.09 0.87 1.33
H -0.31 -2.36 0.55
H 0.32 -0.91 1.51
H 1.17 -1.84 -1.29
H 2.64 0.07 -1.41
H 1.35 1.04 1.21
H 2.54 1.95 0.14


Relative energy (zero: lowest compared OMol25 entry of this formula, charge and spin) values (in kcal/mol) by entry order: 10.6 0.0 37.9.
Total energy values (in eV) by entry order: -27319.2225 -40482.2703 -8429.5956.